# 1
Here is a structure of composition C45H66CsI2N2O7SSb from the Open Molecules 2025 dataset. Energies are from ωB97M-V/def2-TZVPD.

As for the HOMO energy: -1.6 eV. The calculation puts the LUMO energy at 3.58 eV. The net charge is -2.

Element x y z (Å)
H  2.52824  3.77029  2.33625
O  -4.89585  -2.55241  -0.18050
H  -3.50682  -2.85407  3.94601
H  -0.66147  1.21224  5.67718
C  -1.10608  0.19965  2.15573
H  -2.25677  -2.72019  -5.92816
H  -1.34609  -5.65133  -4.38488
N  0.41621  1.20124  3.70124
H  -1.48040  2.23920  0.25972
H  4.95303  1.53668  4.26254
H  0.92105  -4.80988  -2.55502
H  2.45677  2.96055  0.75345
H  0.54599  2.74905  8.02186
O  -2.21748  -1.91810  -0.78903
H  -2.20655  3.31869  2.38485
C  2.27271  2.84019  1.82185
H  -2.91644  -5.92356  -3.63928
H  -0.05249  3.44754  6.50918
C  3.26565  3.44399  -4.16403
H  -1.00855  3.93225  -3.22443
H  1.61491  -2.43959  -2.75760
C  -4.29710  -0.89524  3.42039
H  -1.10697  -0.53038  1.33813
C  3.84782  1.36004  6.07888
H  4.07130  -1.73158  -1.31412
H  5.80157  3.29856  -1.92215
H  1.93757  0.38961  1.04705
H  3.63455  0.48844  0.63324
H  0.84776  -4.97607  -4.31960
H  -2.79591  0.17130  4.57806
H  -1.35729  -4.53880  -2.18071
C  -2.41178  3.78192  1.41949
C  2.94025  0.43060  1.47317
I  -5.25006  1.17067  -3.97298
C  4.25167  -1.67500  -2.38590
C  -5.57282  0.02521  1.49196
C  2.52262  2.34922  -3.74021
C  2.97312  1.59793  -2.67349
C  4.14019  1.94950  -2.00382
C  2.58323  1.31176  6.64328
H  0.54573  0.16174  8.28140
H  0.79532  -0.62423  2.82720
O  -0.06075  3.83464  -3.34495
C  3.96610  1.44295  4.70218
C  1.58934  1.27095  4.43878
H  -3.57907  4.00499  -1.05660
C  5.47871  -2.34994  -4.33626
H  4.85027  -1.45352  -6.18067
C  4.44930  3.78060  -3.52590
H  -4.87650  2.26604  -0.91158
H  -2.42454  -1.88827  2.93177
H  -1.62438  4.50856  1.20913
H  4.73267  1.36784  6.70393
H  0.70917  -3.40714  -6.37158
H  -2.75077  -4.71933  -4.91548
C  3.10672  1.67404  2.36974
H  -5.40234  -1.77457  -0.43323
H  0.05549  -0.83911  6.90605
C  -4.37654  0.02076  2.20347
H  2.39467  -4.67842  -3.51809
C  -2.25523  -5.15155  -4.04411
C  -2.45799  2.72527  0.30366
C  3.67425  -0.76537  -4.51662
H  -0.59677  -4.58714  -6.20254
O  0.91182  -0.09748  -2.96451
C  -3.32600  0.83986  1.75024
C  -0.13180  0.10178  7.42626
S  2.11291  0.13880  -2.08870
H  -1.15707  0.08961  7.80194
H  2.47751  1.30571  7.72254
H  -0.99173  -1.54320  -6.18014
H  1.57992  2.09772  -4.20932
H  3.06204  -0.10306  -5.12147
H  4.15681  1.97525  2.30506
C  5.26308  -2.42989  -2.96796
H  4.45315  1.36907  -1.14282
C  0.07048  1.28619  6.47890
H  2.90612  4.03602  -4.99658
H  -3.37167  4.30407  1.47496
C  -1.95855  -4.10437  -2.97834
H  -3.85360  -2.63922  2.21676
H  -5.32019  -1.23284  3.61304
H  1.20632  2.66189  1.93763
I  -2.85021  -0.51861  -3.65219
H  -3.97052  -2.29101  -0.35170
H  -1.17730  2.64297  7.61724
H  5.03008  4.63273  -3.86053
C  1.15019  -2.93623  -3.59519
H  3.14991  -0.49075  2.02209
C  3.44419  -0.83959  -3.14737
H  -4.44872  0.66658  4.91861
Sb  -0.89907  -2.30625  -3.58645
C  1.45138  1.27917  5.84505
H  -6.66706  0.77435  -0.20291
H  -0.55421  -3.51258  -7.59290
H  -2.71074  2.66408  -1.84958
C  -2.66762  3.40190  -1.04509
H  -3.84709  -0.87851  5.54712
C  -3.81264  -0.19315  4.69571
C  -5.74397  0.80328  0.36377
H  0.19992  3.19545  -2.61529
H  5.87871  -3.08519  -2.36033
O  0.19371  2.12468  -1.28152
N  -2.11575  0.89977  2.45671
C  4.88374  3.03343  -2.43473
H  -2.89105  -3.77748  -2.51818
C  -3.46655  -2.14852  3.11069
O  1.25348  1.31044  -0.80276
C  -1.29584  -2.68995  -0.47107
H  1.58018  -2.52296  -4.50621
H  -1.81112  4.05319  -1.22159
Cs  -0.65490  -0.01646  -1.01389
C  -0.36096  -3.56857  -6.51621
H  6.26128  -2.93867  -4.80216
H  -1.52349  -3.45581  0.31124
C  4.67981  -1.51528  -5.11084
C  -4.72201  1.64773  -0.03901
C  1.32694  -4.43945  -3.49792
C  -3.51891  1.69997  0.64702
C  -1.19321  -2.53386  -5.76338
H  -6.37692  -0.61797  1.83234
C  0.13004  0.23886  2.93792
C  2.86260  1.42386  3.85387
O  -0.14161  -2.66613  -0.93933
C  -0.16643  2.61475  7.20417

# 2
Here is a cluster of 5 separate species, C45H77Cl4I2NO21P4 in total from the Open Molecules 2025 dataset. Energies are from ωB97M-V/def2-TZVPD.

As for the HOMO energy: -8.4 eV. The calculation puts the LUMO energy at -1.80 eV.

Element x y z (Å)
O  -1.39356  -0.71550  1.77857
C  3.17944  -0.55790  3.01573
O  1.76489  -4.79699  -5.12674
O  6.36665  0.27810  0.51180
C  -2.05343  -1.05620  2.98926
H  -4.50189  6.97109  -0.77101
C  -0.91237  -6.41888  -0.87056
H  2.17163  -7.68146  4.38159
O  -3.28543  4.89998  -1.45636
H  -9.27464  1.39368  2.19220
H  -0.81947  2.69121  3.01408
C  1.02641  1.65840  3.14383
H  2.74245  2.85115  2.82670
C  4.84201  -0.36248  -5.00283
H  0.80420  0.89158  2.39404
H  -5.97895  6.14279  -0.24927
O  3.33010  -4.82165  -6.94545
H  -9.76274  3.54094  4.77957
H  -7.14689  1.05018  7.03668
C  -0.52229  -3.60854  2.83751
H  -1.81465  -1.17464  1.04657
O  -3.60633  3.45735  -4.77846
H  4.36938  -4.51946  -8.69270
H  -4.03604  0.71129  -6.72870
H  -9.52997  3.01013  6.45248
H  7.41844  2.98830  0.55038
H  -3.73179  -0.15797  4.08925
C  -0.96499  -5.29381  0.19159
H  2.85158  -5.21870  -2.80000
H  -2.26134  0.83593  4.10149
H  4.95671  1.14628  -3.42258
H  4.92390  -3.51368  -7.34700
P  -2.71530  5.11672  0.08883
H  6.16647  -6.01287  -5.38134
H  -3.96767  3.24230  -2.44659
H  5.89638  2.78154  3.21697
C  5.27791  0.05590  1.33591
H  5.48680  -1.19639  -5.28243
H  -1.84979  -6.51334  -1.41868
Cl  4.90854  2.71599  -0.37055
H  2.14074  -5.91346  4.36727
H  4.34359  -0.43744  -2.94038
O  -2.28282  3.71150  0.34777
O  3.58790  -3.63732  -3.97970
H  -10.02332  1.83834  5.21755
H  2.76365  -3.58634  -2.10916
H  -1.39019  -1.85006  4.89688
C  -1.73448  6.13730  -6.63219
O  -4.18417  4.49094  -7.10180
C  -0.93000  -1.42278  3.99771
C  6.13884  -0.38631  -0.76153
H  0.13998  -6.62599  1.51099
C  2.71136  -6.82903  2.46796
C  -8.56085  2.21656  2.22007
H  -3.06088  3.96080  -8.79712
H  -5.15719  7.25606  0.85734
H  -0.95433  5.51859  -7.07502
H  -1.60069  -3.71462  2.84898
C  2.06704  -1.07661  3.89160
C  5.54502  -5.56521  -4.60487
H  -9.02970  3.09956  2.65702
O  1.72926  -0.61185  4.94631
H  -1.41477  -5.95504  2.18016
C  3.97712  -1.56375  2.47629
H  3.76263  -6.95336  2.72748
C  1.93463  -6.80642  3.77107
C  4.56175  -4.50413  -7.62290
H  5.32201  -5.25285  -7.39506
H  -5.21751  4.40073  -1.96910
H  -0.17589  -6.13363  -1.62784
H  -7.70667  -0.60902  7.33236
Cl  2.19300  -5.76837  -0.12381
H  -2.76041  1.50012  1.96051
P  -7.53546  1.08839  4.42356
C  -4.19766  1.72874  -7.07900
O  6.41022  -0.29458  -3.13430
H  3.60469  -5.09751  1.57850
O  -2.97337  2.44580  -6.91131
C  -4.29777  3.90484  -1.65154
H  -1.50393  7.29048  2.67980
O  -6.11235  0.77898  4.67862
O  -8.31259  0.15183  5.53611
H  0.65018  1.26882  4.08960
H  4.32526  -4.41893  -2.22226
H  5.05648  -0.36884  -0.91796
H  -3.84879  5.55326  -8.84213
C  5.04329  -1.27707  1.65647
C  -5.00488  6.50675  0.07851
H  8.01552  3.56218  2.08991
H  5.67127  -2.06479  1.26211
H  -1.74297  7.65578  0.96531
I  -2.90505  -4.35758  0.21205
I  3.08345  2.27233  5.37445
H  5.76483  -6.05702  -3.65743
O  -8.02521  2.48697  5.15256
O  -2.14827  5.68685  1.56908
H  7.64970  1.86263  1.97181
C  4.75300  2.52988  1.41760
H  -0.45243  -0.49104  4.27989
H  6.56344  1.41891  -1.96309
P  3.20003  -4.50444  -5.32180
H  -4.81568  4.08028  -9.01505
C  -9.41230  2.72149  5.40808
H  0.30438  3.24529  1.81529
H  -4.49722  3.32730  -0.75272
C  1.38901  -2.31845  3.35202
C  0.26347  -4.58227  2.24492
C  2.19483  -3.30740  2.78148
Cl  5.76596  4.94246  2.28667
O  -7.37804  1.86182  2.96241
Cl  2.30669  -8.30289  1.51069
C  3.36259  -4.26453  -2.71355
C  -2.86991  0.15187  3.49350
H  3.90761  3.16874  1.64209
C  2.59861  -5.49539  1.61041
O  4.52843  -3.81481  3.01521
H  7.87192  0.18026  -1.85778
H  -4.44523  1.70362  -8.14170
O  -2.51983  5.39307  -5.68071
N  -3.43181  0.81487  2.29256
C  -3.95370  4.51892  -8.51258
C  2.55157  1.89720  3.30351
C  5.10310  0.06585  -3.55461
H  4.88472  0.48124  -5.69214
H  -5.02231  2.17481  -6.53006
C  6.79349  0.35444  -1.92885
H  0.85145  -6.83257  3.62884
C  0.00650  -2.44436  3.40685
C  -7.97377  0.35716  6.90887
C  3.66510  -3.00598  2.78139
H  -0.57873  -7.37141  -0.45699
C  5.93951  3.13900  2.18651
H  6.48573  -1.42230  -0.75139
H  -8.25875  2.45087  1.20251
O  4.16590  -5.77671  -4.91949
C  0.23820  2.93591  2.86125
H  5.79150  -4.50619  -4.51567
H  -2.69206  -1.93891  2.88132
H  3.81495  -0.73929  -5.05441
H  -3.14865  7.45380  2.04721
C  -2.14009  7.10414  1.81763
H  0.45368  3.75000  3.55827
H  -1.26583  6.96456  -6.10524
O  -4.26424  5.40975  0.61305
C  -0.49859  -5.75234  1.62412
H  -0.26133  -4.52377  -0.11903
P  -3.04276  3.86845  -6.08137
H  -4.24042  1.33640  2.62046
C  4.47281  1.09052  1.82552
C  7.33145  2.84629  1.62417
H  -2.37563  6.54240  -7.41650
C  3.40528  0.79176  2.71197
C  1.66957  -4.46776  2.21618
H  -8.85069  0.74379  7.43110

# 3
Here is a cluster of 3 separate species, C45H78N4O5 in total from the Open Molecules 2025 dataset. Energies are from ωB97M-V/def2-TZVPD.

As for the HOMO energy: -7.9 eV. The calculation puts the LUMO energy at -0.61 eV.

Element x y z (Å)
C  2.84836  -0.13091  -1.41808
H  4.90950  -4.84383  -0.96093
C  3.00575  2.21832  -0.44733
H  2.13286  0.81488  1.06762
C  -4.74412  1.77942  6.90565
H  2.58006  -3.38195  6.90095
C  1.96651  -3.04800  6.01672
H  -2.52564  -2.33374  4.80698
C  -5.13427  -0.67593  0.40186
C  -4.04656  2.14645  5.67211
H  -4.12782  -2.94970  6.19205
N  -0.71895  -4.32902  -6.45089
C  -1.39539  2.65453  4.15525
C  -2.53709  -2.38495  7.72281
H  2.90648  3.31450  -0.67470
H  -0.21401  -2.48098  -7.28751
H  4.14017  1.11668  3.74860
C  -3.96181  -0.70867  6.46728
H  -1.04313  -6.24142  -5.69232
H  -4.09067  -0.29164  0.22311
C  3.00924  -4.81138  -2.41344
H  3.89442  -0.08567  -1.84469
H  -2.04845  -1.36638  7.83468
N  -5.97656  1.59848  8.89298
H  -2.45009  -0.91739  2.05791
H  1.15416  1.23805  -1.06965
O  -1.62742  -3.20547  6.95239
N  3.10428  4.49370  -5.86102
H  -0.00704  3.09037  2.52507
O  -5.72436  3.80649  7.99188
C  2.28405  1.83292  4.66981
H  1.70276  -3.94646  5.38743
C  2.21478  -3.64004  -2.79985
H  5.16160  6.57619  -6.32999
C  0.71248  -2.17892  6.41867
C  -3.25557  -0.30342  5.20727
H  -5.81842  0.18482  0.65305
C  0.71291  -6.32315  -6.87738
H  0.68909  -7.41516  -6.87197
C  -3.06420  -1.46947  2.83408
H  0.97430  -1.21408  -2.06562
C  -0.00231  2.39155  3.41545
H  1.31149  2.40873  0.92513
C  -0.29140  -2.95123  7.35614
H  1.41426  -5.99940  -6.10483
C  -2.58358  1.73437  3.57568
H  -5.49792  -1.13111  -0.55645
C  5.33514  5.72892  -5.66724
H  -4.71499  -2.24223  7.83045
C  -3.31835  1.14199  4.84574
H  -1.38647  -1.05041  4.18768
C  -5.53479  2.62229  7.94698
C  -0.75666  -3.74171  -8.94094
H  1.52914  3.87043  3.97584
H  1.12486  4.12640  -3.09873
H  6.40546  5.50891  -5.70971
H  2.17551  1.74922  -2.52651
H  0.62875  4.98815  -4.55092
H  4.72793  4.31353  -7.16564
H  3.22069  7.35125  -6.72024
H  4.96842  3.62398  -5.59277
H  0.10949  1.32044  3.10545
H  2.66839  0.33173  3.08207
C  1.14951  2.89300  4.39665
H  2.84683  -5.87041  -2.73419
H  1.00274  3.25569  -4.63081
H  1.28766  5.00028  -6.73039
H  5.10724  6.03022  -4.64351
H  -1.72027  -3.24355  -9.04649
H  -2.14326  -4.33247  -4.94266
C  2.06053  -1.15881  -2.35718
O  -5.60565  -0.60890  9.37354
H  0.13649  -1.89423  5.48759
H  2.84004  -0.57895  -0.38904
N  2.69677  -2.47739  -2.17862
C  2.32279  1.92641  0.97221
H  1.34015  -3.68612  -3.49437
H  4.29174  2.32823  1.85922
C  2.20174  1.30271  -1.49952
O  -5.09513  -1.62283  1.48658
H  3.00383  5.48873  -3.98529
H  -3.28860  2.45310  3.05776
H  -1.67495  3.74026  4.19157
H  0.71994  3.16587  5.40987
H  1.10358  -1.23982  6.90880
H  -4.12473  -3.82053  -6.14393
C  2.29797  6.85777  -6.41576
C  4.09319  -4.30527  -1.49246
H  1.48601  7.33477  -6.97136
H  -5.20186  -1.28721  3.52406
C  -3.95368  -2.19507  6.99889
H  -4.55598  0.14682  2.49870
H  0.91020  -3.75326  -7.60268
C  3.80798  -2.87697  -1.43854
H  -2.65154  -2.77848  8.77301
C  -3.24118  -4.03297  -6.75240
H  -0.08943  -3.30100  -9.68667
H  -1.23601  2.33785  5.22974
C  2.75715  4.52285  -4.44847
C  3.08598  1.33087  3.38988
C  -0.68426  -5.77491  -6.61584
H  -3.02008  -2.55562  2.52027
H  1.83686  0.94011  5.20832
C  -0.16297  -3.54430  -7.54448
C  -1.98061  -3.83998  -5.90837
H  -0.87833  -4.79551  -9.19854
H  -4.06358  3.22328  5.35077
O  0.02825  -3.35799  8.44748
C  -2.47774  -1.32748  4.30905
H  3.35141  3.76501  -3.92583
H  -6.99497  1.65351  8.75913
H  2.15580  -0.75461  -3.40377
C  4.54209  4.49583  -6.10226
H  -3.27009  -3.34772  -7.59908
H  -2.21510  0.94068  2.88130
H  -3.34138  -5.05444  -7.12253
H  4.08343  1.89806  -0.43650
C  2.32168  5.36053  -6.73098
H  4.44847  -2.18943  -0.84216
H  3.01293  2.28839  5.39822
H  2.65704  -2.40605  5.39093
H  2.12714  7.05967  -5.35657
H  1.09812  -6.01109  -7.85057
C  -4.55364  -0.96562  2.66699
C  -5.42325  0.27736  8.57305
C  3.21252  2.37536  2.20390
C  -4.64284  0.33055  7.22980
H  -1.35473  -6.11227  -7.41876
H  -1.87866  -2.77731  -5.66404
C  1.29221  4.20600  -4.17580
H  3.03048  3.44100  2.49594
H  2.65080  5.22394  -7.76625